1.
Density functional theory data (wB97M-V/def2-TZVPD) for the molecule C5H8N2 in a non-equilibrium geometry.

XYZ file:
```
15
Properties=species:S:1:pos:R:3
C -2.0455 0.2853 -0.1639
C -0.8784 -0.3861 -0.8110
C 0.3632 0.4181 -0.6049
C 0.3025 1.8841 -0.4256
N 0.2181 3.0359 -0.3558
N 0.6064 -0.3068 0.6550
C 1.6993 -1.2692 0.5795
H -1.8419 1.0382 0.6142
H -2.4728 0.8391 -1.0190
H -2.8160 -0.4155 0.1693
H -0.2430 -0.7931 0.9491
H 1.1519 0.1912 -1.3289
H 1.6213 -1.9362 -0.2885
H 1.6921 -1.8662 1.4951
H 2.6429 -0.7186 0.5353
```

Output
Net charge: 0
LUMO level, eV: 0.2
Energy relative to the best compared isomer or geometry (same formula, charge and spin), kJ/mol: 429.9
Gap between HOMO and LUMO, eV: 9.239
Largest force on an atom, eV Å⁻¹: 1.12

Atomic partial charges in e from the Mulliken method, atoms 1 to 6: number 1, C, carries -0.930; number 2, C, carries -0.434; number 3, C, carries 0.477; number 4, C, carries -0.230; number 5, N, carries -0.425; number 6, N, carries -0.325

---

2.
Density functional theory data (wB97M-V/def2-TZVPD) for a cluster of 2 separate species, FH2IP2 in total in a non-equilibrium geometry.

XYZ file:
```
6
Properties=species:S:1:pos:R:3
F 0.0547 2.6408 0.3251
P 0.5950 -0.5279 0.6970
P -1.0199 0.3743 -0.3071
I -0.2199 0.4310 -2.5449
H 0.6555 -1.7278 0.1063
H -0.0654 -1.1904 1.7235
```

Output
Net charge: 0
LUMO level (alpha / beta), eV: -2.5 / -2.5
Energy relative to the best compared isomer or geometry (same formula, charge and spin), kJ/mol: 302.9
Gap between HOMO and LUMO (alpha / beta), eV: 7.429 / 7.430
Largest force on an atom, eV Å⁻¹: 2.98

Population analysis type Mulliken, resulting atomic charges in e: number 1, F, carries -0.610; number 2, P, carries -0.018; number 3, P, carries 0.299; number 4, I, carries 0.143; number 5, H, carries 0.096; number 6, H, carries 0.090